51
Properties=species:S:1:pos:R:3:forces:R:3:nbo_charge:R:1 method="wB97M-V/def2-TZVPD" fmax_ha_per_bohr=0.01487 e_lumo_ev=0.2433 molar_mass_g_mol=410.5 smiles="CCOC(=O)CNC(=O)c1sc2ncnc(N3CCc4ccccc4C3)c2c1C" spin_multiplicity=1 orbital_gap_ev=8.48 e_homo_ev=-8.24
C 3.99828 -0.89407 7.17947 -0.284 -0.060 -0.367 -0.623
C 3.26888 -0.41229 5.94064 0.274 0.451 0.113 -0.073
O 2.59793 -1.53179 5.34763 0.023 -0.356 0.244 -0.502
C 2.04702 -1.33849 4.15848 -0.186 -0.087 -0.327 0.792
O 2.08634 -0.30380 3.54188 0.055 0.073 0.068 -0.613
C 1.36932 -2.60029 3.64496 -0.065 0.040 0.081 -0.338
N 0.71347 -2.34740 2.39047 0.249 0.045 0.073 -0.600
C -0.64827 -2.32204 2.31937 0.426 -0.054 -0.005 0.652
O -1.35092 -2.77093 3.20330 -0.242 -0.071 0.127 -0.610
C -1.20970 -1.78668 1.06683 -0.442 0.221 -0.582 -0.296
S -2.76591 -2.44134 0.62058 0.181 0.332 -0.081 0.481
C -2.86567 -1.32101 -0.69054 0.541 0.155 0.051 0.065
N -3.95625 -1.18791 -1.43524 -0.559 -0.287 0.104 -0.482
C -3.91321 -0.19056 -2.28963 -0.197 -0.334 0.105 0.280
N -2.86317 0.55351 -2.58169 0.552 0.303 -0.189 -0.529
C -1.71353 0.33718 -1.94083 -0.512 -0.170 0.199 0.472
N -0.62317 1.01013 -2.41315 0.153 0.363 0.087 -0.422
C 0.63210 0.31788 -2.62645 0.415 -0.102 0.127 -0.205
C 1.79307 1.28953 -2.44665 -0.132 -0.165 0.009 -0.430
C 1.59058 2.50983 -3.30024 -0.013 0.016 0.000 -0.018
C 2.66781 3.32372 -3.62992 -0.033 0.045 -0.035 -0.192
C 2.49147 4.45394 -4.40412 0.106 0.004 0.013 -0.211
C 1.22501 4.78220 -4.86056 -0.077 0.051 -0.046 -0.211
C 0.14915 3.97963 -4.53510 0.033 -0.039 0.024 -0.189
C 0.31854 2.84210 -3.75309 0.137 -0.011 0.057 -0.034
C -0.88388 1.99219 -3.44879 -0.259 0.163 -0.191 -0.238
C -1.69582 -0.53932 -0.82031 -0.624 -0.262 -0.354 -0.218
C -0.77579 -0.77716 0.24800 0.124 -0.402 0.532 0.015
C 0.38795 0.11587 0.54810 -0.014 0.047 0.104 -0.666
H 4.50221 -0.05681 7.65312 0.054 0.074 0.060 0.219
H 3.29298 -1.32911 7.88191 -0.025 -0.030 0.126 0.216
H 4.73402 -1.64826 6.91379 0.100 -0.055 0.020 0.214
H 3.96000 0.01357 5.20495 -0.146 -0.043 0.116 0.192
H 2.52179 0.34938 6.18881 0.103 -0.092 -0.093 0.189
H 2.11770 -3.39427 3.54990 -0.075 0.079 0.109 0.225
H 0.60411 -2.92448 4.35752 0.210 0.000 -0.064 0.271
H 1.25112 -1.85109 1.69878 -0.142 -0.024 -0.018 0.407
H -4.81774 0.01709 -2.84500 -0.103 0.026 -0.035 0.180
H 0.70737 -0.53128 -1.94979 -0.006 0.032 -0.061 0.217
H 0.65244 -0.07030 -3.65707 -0.014 -0.052 0.073 0.187
H 2.73090 0.79709 -2.71221 0.006 0.001 0.013 0.219
H 1.86582 1.59982 -1.40107 0.009 -0.108 0.018 0.219
H 3.65378 3.06030 -3.27402 0.114 -0.028 0.035 0.207
H 3.33780 5.07588 -4.65434 0.073 0.055 -0.022 0.213
H 1.07799 5.66256 -5.46795 -0.018 0.078 -0.051 0.214
H -0.84058 4.23145 -4.88794 -0.123 0.047 -0.047 0.210
H -1.71338 2.61918 -3.11391 0.105 -0.054 -0.147 0.237
H -1.21541 1.49412 -4.37410 -0.040 0.056 0.112 0.204
H 0.50480 0.24736 1.62250 0.076 0.020 -0.020 0.255
H 1.32721 -0.27476 0.15406 0.114 0.057 -0.041 0.211
H 0.21029 1.09057 0.09961 0.098 0.050 -0.024 0.237


100
Properties=species:S:1:pos:R:3:forces:R:3:lowdin_charge:R:1 method="wB97M-V/def2-TZVPD" fmax_ha_per_bohr=0.15544 e_lumo_ev=-1.1800 molar_mass_g_mol=777.7 smiles="CC[C@@H](I)[Si@](CCCOC(C)=O)(COC(C)=O)[PH2]=N.CN(C)P(=O)(N(C)C)N(C)C.CN(C)P(=O)(N(C)C)N(C)C" spin_multiplicity=1 orbital_gap_ev=6.73 e_homo_ev=-7.91
C 5.16778 1.77782 1.99721 0.979 -0.289 0.307 -0.162
C 4.88886 0.38423 1.25537 -0.541 0.285 0.423 -0.366
C 3.34534 0.22083 0.74795 1.716 -0.668 -0.061 -0.795
I 2.12640 0.07670 2.54664 0.125 -0.177 -0.715 0.928
Si 2.79416 1.56811 -0.49771 0.623 -1.148 -1.613 0.479
C 1.51193 0.91267 -1.79888 0.086 -0.954 0.217 -0.264
C 0.28924 0.10901 -1.13148 -1.049 0.415 -1.496 -0.215
C -0.86954 1.11348 -0.65153 0.948 0.548 0.790 -0.178
O -2.11544 0.37679 -0.39677 1.118 -1.808 1.132 -0.075
C -1.94238 -0.55671 0.65718 1.036 -0.536 3.019 -0.408
C -2.57100 -2.04100 0.53147 -0.307 0.544 -0.422 0.004
O -1.32226 -0.32237 1.72790 -1.998 -0.132 -4.192 -0.010
C 4.35862 2.05102 -1.56559 -0.295 1.612 0.412 -0.264
O 4.37047 1.33607 -2.83888 1.700 -1.547 0.773 -0.141
C 5.57694 0.59464 -2.99327 3.026 1.885 -1.686 -0.399
C 5.78354 -0.86326 -2.34118 -0.187 0.387 -0.148 0.011
O 6.50306 1.15315 -3.63928 -3.509 -2.551 2.430 0.065
P 2.14705 3.47874 0.45131 -1.621 1.000 2.202 0.574
N 1.00663 3.30172 1.56877 0.930 0.249 0.012 -0.404
H 6.26835 1.76785 2.35121 -1.689 0.011 -0.533 0.086
H 5.09258 2.69564 1.30385 -0.151 -1.461 1.036 0.048
H 4.53303 1.90226 2.94954 0.780 -0.117 -1.688 0.053
H 5.61609 0.28850 0.37908 -1.039 0.043 1.142 0.078
H 5.07539 -0.48363 1.99273 -0.156 1.385 -1.192 0.104
H 3.30841 -0.78823 0.18985 -0.273 1.414 0.973 0.063
H 2.09137 0.14629 -2.43733 -0.676 1.258 0.947 0.090
H 1.19679 1.74236 -2.52247 0.192 -1.137 1.074 0.093
H -0.17991 -0.52441 -1.97961 0.638 0.914 1.314 0.123
H 0.61366 -0.64053 -0.33317 -0.362 1.315 -0.833 0.097
H -1.07760 1.93713 -1.43318 0.103 -1.634 1.062 0.127
H -0.59818 1.64465 0.32190 -0.070 -0.656 -1.250 0.098
H -2.10889 -2.70877 1.32967 -0.446 1.207 -1.032 0.084
H -2.38191 -2.50953 -0.49167 -0.317 0.823 1.294 0.084
H -3.70154 -2.01821 0.72531 1.610 0.128 -0.428 0.090
H 5.33275 1.99358 -0.97768 -1.104 -0.057 -0.978 0.094
H 4.21396 3.17017 -1.82852 0.438 -1.611 0.275 0.106
H 5.21930 -0.98872 -1.35331 0.730 0.286 -1.480 0.063
H 6.90905 -1.02021 -2.17331 -1.788 0.396 -0.304 0.103
H 5.42185 -1.67592 -3.06276 0.409 1.301 0.930 0.098
H 3.32181 4.06106 1.03527 -0.121 0.014 -0.859 -0.028
H 1.63824 4.41391 -0.52915 0.890 -0.478 -0.102 -0.022
H 1.34779 3.61782 2.49456 -0.417 -0.371 -0.784 -0.040
C -4.10008 5.00611 -7.11103 0.365 0.344 0.395 -0.140
N -4.89278 4.16382 -6.24560 -0.945 0.114 -1.575 -0.346
C -6.28256 4.60917 -6.27039 -0.088 -0.395 0.411 -0.143
P -4.46237 3.34085 -4.81470 4.528 -0.958 -6.461 0.784
O -5.04787 2.00421 -5.31164 -2.406 0.763 3.526 -0.271
N -2.84832 2.71613 -4.79655 1.728 -0.493 0.315 -0.340
C -2.08689 2.53568 -6.02710 -0.178 0.303 -0.312 -0.131
C -2.72378 1.48507 -4.00584 -0.360 0.052 0.227 -0.146
N -3.82572 4.87186 -4.14046 -2.374 0.723 3.274 -0.311
C -2.46289 5.36248 -4.28096 0.541 -0.633 -0.256 -0.139
C -4.20930 4.97688 -2.72136 -0.173 0.225 -0.043 -0.153
H -3.98320 6.02225 -6.71379 0.085 0.178 -0.020 0.078
H -4.57110 5.09486 -8.09590 -0.249 -0.105 0.207 0.085
H -3.11759 4.59445 -7.31928 0.093 -0.056 0.209 0.051
H -6.40718 5.54382 -5.70809 -0.096 0.177 -0.067 0.076
H -6.93975 3.85671 -5.82435 0.102 -0.004 0.008 0.070
H -6.63915 4.76274 -7.29299 0.202 0.009 0.031 0.080
H -2.67372 2.04443 -6.81288 0.088 -0.002 -0.076 0.091
H -1.18326 1.94287 -5.85449 -0.240 -0.103 0.258 0.082
H -1.70919 3.48978 -6.39465 -0.140 0.066 -0.128 0.052
H -3.04901 0.60246 -4.56885 -0.069 0.019 0.103 0.082
H -3.32895 1.54366 -3.09608 0.009 -0.063 -0.045 0.073
H -1.68780 1.32693 -3.69060 0.027 0.180 -0.122 0.065
H -1.73442 4.76276 -3.72581 0.017 -0.044 -0.041 0.081
H -2.40197 6.38832 -3.89917 -0.468 -0.088 0.082 0.092
H -2.14505 5.42528 -5.31972 -0.090 -0.240 -0.019 0.059
H -3.63625 4.27584 -2.10330 0.036 0.098 0.205 0.074
H -5.27254 4.74466 -2.60101 0.004 -0.049 -0.006 0.075
H -4.05961 5.99141 -2.34252 0.087 -0.062 -0.048 0.078
C -1.92735 -5.43695 4.94455 0.124 -0.034 0.626 -0.139
N -0.67222 -5.70891 4.28294 -1.311 -0.381 -1.263 -0.345
C -0.74217 -7.00609 3.61772 0.558 0.092 -0.109 -0.144
P 0.91425 -5.23358 4.69311 -5.640 5.652 -0.369 0.781
O 1.20680 -4.70083 3.27595 2.965 -3.145 0.350 -0.275
N 1.03809 -3.65751 5.39590 0.293 1.376 0.997 -0.340
C -0.03148 -2.67450 5.25691 -0.416 -0.237 -0.138 -0.125
C 2.30624 -2.98934 5.07632 0.210 -0.333 -0.106 -0.166
N 0.67314 -5.89556 6.33899 2.774 -3.046 0.294 -0.312
C 0.14661 -5.16457 7.48224 0.026 0.873 -0.115 -0.139
C 1.89506 -6.59973 6.76550 -0.146 -0.257 -0.005 -0.158
H -2.09338 -6.08862 5.81156 -0.115 -0.046 0.153 0.078
H -2.76520 -5.59275 4.25631 0.256 -0.172 -0.139 0.084
H -2.02582 -4.40242 5.25780 0.202 0.051 0.116 0.052
H -0.69648 -7.82595 4.34649 -0.134 -0.169 0.013 0.076
H 0.09007 -7.12949 2.91824 -0.001 0.074 0.069 0.069
H -1.65805 -7.10888 3.02848 -0.005 0.131 0.155 0.080
H -0.40015 -2.60096 4.22657 -0.070 0.118 0.031 0.088
H 0.29659 -1.67966 5.57380 0.299 -0.174 -0.115 0.083
H -0.86026 -2.90375 5.92682 -0.118 -0.109 -0.097 0.053
H 2.28634 -2.53466 4.08011 0.102 -0.128 0.056 0.000
H 3.13947 -3.69855 5.10450 -0.028 0.012 -0.043 0.072
H 2.52908 -2.20579 5.80696 -0.196 -0.074 0.075 0.081
H 0.83026 -4.39061 7.84504 -0.025 0.047 -0.040 0.085
H -0.03104 -5.85986 8.31110 0.165 -0.313 -0.329 0.092
H -0.82063 -4.70948 7.27929 0.115 0.087 -0.215 0.059
H 2.70153 -5.89218 6.99097 0.122 -0.081 0.175 0.075
H 2.24163 -7.26724 5.96968 0.016 0.032 -0.032 0.073
H 1.70957 -7.22177 7.64528 -0.022 0.113 0.002 0.077